{"formula": "C22H39Br3FIN5O5P2S", "method": "wB97M-V/def2-TZVPD", "orbital_gap_ev": 6.3, "total_charge": 1, "fmax_ev_per_a": 4.1, "symbols": ["C", "C", "C", "C", "P", "O", "O", "N", "S", "C", "N", "C", "C", "C", "C", "C", "O", "C", "N", "N", "C", "C", "C", "C", "C", "I", "C", "C", "O", "N", "C", "O", "F", "P", "C", "C", "H", "H", "H", "H", "H", "H", "H", "H", "H", "H", "H", "H", "H", "H", "H", "H", "H", "H", "H", "H", "H", "H", "H", "H", "H", "H", "H", "H", "H", "H", "H", "H", "H", "H", "H", "H", "H", "H", "C", "Br", "Br", "Br", "H"], "positions_angstrom": [[1.865974, 5.268331, 1.578398], [2.372692, 4.226758, 1.219183], [3.144099, 2.949843, 0.701215], [2.500836, 1.619965, 1.358258], [2.866287, 1.886722, 3.247426], [2.880658, 0.492038, 4.152932], [4.082418, 3.009476, 3.558014], [1.038272, 1.909176, 1.292098], [0.284210, 2.055683, 2.904353], [0.200669, 1.061691, 0.512533], [-0.868437, 1.653453, 0.002149], [-1.175185, 3.095470, 0.103405], [-1.088537, 3.850472, -1.321166], [-1.940530, 0.887202, -0.724620], [-2.685213, 0.026486, 0.377893], [-3.937027, -0.793231, -0.142837], [-3.754911, -2.154751, 0.281688], [-4.616130, -3.068473, -0.432675], [0.479096, -0.328299, 0.373874], [0.509319, -0.812099, -0.936568], [-0.357301, -1.954779, -1.254090], [-0.646769, -1.923392, -2.843575], [-2.128066, -2.349194, -3.228928], [-2.930589, -1.090861, -3.835758], [1.737899, -0.718309, 1.121577], [2.149714, -2.820400, 1.199063], [2.992456, 0.251064, 0.775302], [3.463751, 0.183312, -0.712214], [4.174206, 1.016026, -1.270308], [3.275673, -1.027725, -1.598816], [2.780960, -0.640085, -2.896344], [2.942740, -1.414190, -3.793696], [2.085876, 0.535816, -3.136574], [4.594304, -0.421277, 1.642838], [5.880036, 0.981022, 1.737875], [5.487634, -1.670803, 0.564516], [1.370826, 6.267478, 1.500035], [2.967297, 2.986344, -0.418516], [4.212562, 3.117344, 0.990067], [2.543702, 0.658955, 5.056858], [4.584629, 2.791228, 4.373514], [-0.633963, 1.032992, 3.082493], [-2.275062, 3.158019, 0.386830], [-0.622226, 3.677754, 0.876682], [-0.464898, 4.773498, -1.185980], [-2.126963, 4.214734, -1.602990], [-0.738884, 3.161839, -2.137384], [-1.560306, 0.318697, -1.610237], [-2.729478, 1.590455, -1.140107], [-1.998375, -0.685508, 0.926227], [-3.063488, 0.761876, 1.157367], [-4.850119, -0.404603, 0.416880], [-4.132213, -0.666687, -1.245040], [-5.371516, -3.585241, 0.233394], [-5.080570, -2.597811, -1.350299], [-3.936079, -3.893434, -0.827689], [0.467516, -0.053211, -1.617477], [0.139010, -2.963356, -1.089940], [-1.340822, -2.008217, -0.710182], [-0.445725, -0.916756, -3.307617], [0.077325, -2.650260, -3.319346], [-2.694512, -2.878337, -2.417068], [-2.044879, -3.074922, -4.097315], [-3.033460, -1.194244, -4.959401], [-2.396239, -0.110964, -3.659058], [-3.983869, -1.015133, -3.437940], [1.483161, -0.441090, 2.196604], [4.223135, -1.385458, -1.806243], [5.927335, 1.452109, 2.753721], [6.896924, 0.485125, 1.597181], [5.795264, 1.709124, 0.882676], [6.198234, -1.123932, -0.122124], [6.113280, -2.308268, 1.266666], [4.844958, -2.359152, -0.039014], [-8.032841, -3.871179, 2.891431], [-9.416873, -3.351442, 1.643422], [-7.675824, -5.771177, 2.821636], [-6.418743, -2.828876, 2.648030], [-8.404740, -3.653336, 3.888277]], "atomic_forces_ev_per_a": [[-0.40, 0.58, -1.32], [0.91, -1.10, -0.20], [-1.34, 1.63, 0.63], [2.91, 0.67, -0.78], [-2.07, 2.91, 1.98], [1.14, 0.19, -0.70], [1.04, -2.05, -0.11], [-0.98, -3.03, 0.52], [-1.88, 0.51, 1.24], [0.01, -0.09, 0.29], [0.08, -0.53, -1.08], [-1.29, 1.59, -0.69], [-0.69, -0.05, 0.66], [-1.28, -0.57, 0.64], [-0.41, 0.05, 0.19], [-0.30, 0.65, 1.36], [-0.63, 0.38, -1.26], [0.60, -1.37, -0.69], [1.66, 1.93, 0.39], [-0.65, -0.44, -0.73], [-0.86, -1.04, -1.78], [-0.01, -0.88, 0.44], [0.19, 0.53, -1.44], [-0.27, -0.34, -0.13], [0.16, 1.66, 1.58], [-0.50, 0.51, -0.11], [-0.97, -1.20, -1.96], [1.24, 0.91, -1.75], [-1.17, -0.29, 1.96], [-0.71, 2.16, 0.15], [0.62, -2.22, -0.99], [-0.47, 1.29, 0.45], [0.78, -1.22, 1.43], [0.40, -0.06, 1.46], [0.74, -0.44, -0.90], [0.80, 0.16, -0.69], [0.78, -1.53, 0.65], [0.53, -0.39, 1.35], [-0.91, -0.42, -0.58], [0.04, 0.16, -0.67], [-0.09, 0.13, -0.62], [0.42, 0.05, -1.43], [1.40, -0.34, -0.01], [-0.09, -1.06, -0.65], [-0.30, -1.09, -0.44], [1.27, -0.52, 0.27], [-0.05, 0.86, 0.80], [-0.19, 0.35, 1.08], [1.36, -0.45, 0.57], [-0.71, 0.78, -0.81], [0.56, -0.75, -0.90], [0.89, -0.26, -0.90], [0.43, -0.35, 0.95], [0.75, 1.01, -0.77], [0.25, -0.38, 1.19], [-0.84, 0.88, 0.48], [-0.13, -0.41, 0.26], [-0.28, 1.48, 0.20], [0.97, 0.47, -0.29], [-0.06, -0.84, 0.59], [-0.73, 0.96, 0.45], [0.69, 0.70, -0.60], [-0.15, 0.65, 1.20], [0.19, 0.11, 1.31], [-0.62, -1.03, -0.04], [1.11, -0.04, -0.36], [0.51, -0.69, -1.19], [-0.67, 0.07, 0.18], [-0.41, -0.28, -1.15], [-1.31, 0.39, 0.14], [0.06, -0.53, 1.02], [-0.67, -0.63, 0.54], [-0.85, 0.84, -0.73], [0.47, 0.66, 0.75], [-0.13, -0.04, 0.08], [0.26, -0.08, 0.15], [-0.02, 0.32, -0.04], [-0.20, -0.10, 0.13], [0.08, -0.03, -0.19]], "mulliken_charge": [-0.105, -0.837, -0.193, -1.103, 0.044, -0.443, -0.473, 0.676, -0.227, -1.454, 0.516, -0.445, -1.046, -0.423, -0.135, -0.404, -0.334, -0.526, 1.158, 0.020, -0.852, -0.760, 0.147, -1.085, -1.820, 0.101, 2.768, -1.115, -0.551, 0.227, 0.407, -0.535, -0.224, 0.236, -0.912, -1.012, 0.414, 0.431, 0.488, 0.377, 0.342, 0.145, 0.404, 0.303, 0.324, 0.318, 0.272, -0.606, 0.629, 0.150, 0.454, 0.358, 0.077, 0.113, 0.299, 0.188, 0.553, 0.358, 0.173, 0.338, 0.460, -0.225, 0.404, 0.341, 0.260, 0.250, 0.901, 0.407, 0.269, 0.449, 0.275, 0.350, 0.337, 0.344, -0.351, 0.000, 0.001, 0.008, 0.336]}

{"formula": "C22H39BrO7S", "method": "wB97M-V/def2-TZVPD", "orbital_gap_ev": 10.3, "fmax_ev_per_a": 1.8, "symbols": ["C", "C", "C", "C", "Br", "C", "C", "O", "S", "O", "O", "C", "O", "C", "C", "O", "C", "C", "C", "C", "C", "O", "C", "C", "O", "C", "C", "C", "C", "C", "C", "H", "H", "H", "H", "H", "H", "H", "H", "H", "H", "H", "H", "H", "H", "H", "H", "H", "H", "H", "H", "H", "H", "H", "H", "H", "H", "H", "H", "H", "H", "H", "H", "H", "H", "H", "H", "H", "H", "H"], "positions_angstrom": [[-2.797606, 0.953576, -1.958459], [-2.664959, 0.045455, -1.184602], [-2.419738, -1.282349, -0.533497], [-3.645455, -1.307717, 0.455678], [-3.747646, -2.828278, 1.712615], [-4.196364, -0.002740, 1.080656], [-3.334727, 1.040601, 1.777565], [-2.689776, -2.392254, -1.404873], [-2.587747, -2.362655, -3.043823], [-3.798705, -1.744011, -3.498930], [-1.449145, -1.255830, -3.505518], [-0.286060, -1.013137, -2.689194], [0.835109, -1.361030, -3.498838], [1.091675, -0.401934, -4.498777], [2.155416, 0.631816, -4.090881], [1.928256, 1.109874, -2.776772], [2.281325, 2.468472, -2.579693], [1.207538, 3.221852, -1.761377], [-0.099137, -1.800712, -1.410738], [-0.920845, -1.425747, -0.104856], [-0.310610, -0.050407, 0.253780], [0.995129, -0.225290, 0.816014], [1.462418, 0.945704, 1.451442], [2.926229, 1.236238, 1.144244], [3.321751, 2.345793, 1.956411], [3.837165, 1.930332, 3.200567], [4.103416, 3.118545, 4.110984], [-0.416841, -2.532042, 0.874513], [-0.821083, -3.995705, 0.481112], [-0.514275, -2.427466, 2.427297], [-0.971941, -1.170951, 3.169277], [-3.139795, 1.597853, -2.736365], [-4.461246, -1.587407, -0.213810], [-4.934127, -0.350466, 1.815909], [-4.819968, 0.504376, 0.338825], [-2.736926, 0.729626, 2.631400], [-2.685971, 1.570846, 1.071795], [-4.002961, 1.826830, 2.153912], [-0.213070, 0.072206, -2.588726], [1.481885, -0.943167, -5.369000], [0.200485, 0.134067, -4.850491], [2.127867, 1.421930, -4.850478], [3.124922, 0.111586, -4.104151], [2.430910, 3.024825, -3.509832], [3.215478, 2.484919, -2.000825], [1.036052, 4.221873, -2.166150], [0.272314, 2.653552, -1.740338], [1.514911, 3.357561, -0.719393], [-0.146986, -2.861762, -1.666417], [0.943729, -1.624939, -1.134697], [-0.197257, 0.596641, -0.621733], [-0.900667, 0.503185, 0.990420], [0.860041, 1.837798, 1.235329], [1.387307, 0.795338, 2.539980], [3.114674, 1.469199, 0.094647], [3.570585, 0.395934, 1.437680], [3.168433, 1.239092, 3.734493], [4.793595, 1.403447, 3.047195], [3.165372, 3.606223, 4.399480], [4.558504, 2.774613, 5.044474], [4.744570, 3.868777, 3.643266], [0.658476, -2.572724, 0.690453], [-0.142411, -4.357072, -0.302404], [-0.649724, -4.674077, 1.319002], [-1.828776, -4.094691, 0.086453], [0.460301, -2.704810, 2.851804], [-1.163886, -3.235076, 2.777898], [-0.500659, -0.229902, 2.895886], [-2.062199, -1.119121, 3.173376], [-0.716549, -1.315088, 4.229804]], "atomic_forces_ev_per_a": [[-0.62, -0.36, 0.14], [0.70, -0.58, -0.86], [-0.63, 0.73, 1.27], [-0.55, -0.01, -0.24], [0.10, 0.33, -0.14], [-0.29, -0.30, 0.96], [0.04, 0.91, -0.24], [0.68, 0.61, -0.35], [-0.19, -0.57, -0.74], [-0.37, 0.17, -0.31], [-0.40, -0.40, 1.59], [1.36, 0.30, -1.14], [-0.46, 0.04, 0.26], [0.44, 0.47, -0.48], [0.11, -1.18, 0.12], [-0.54, 0.50, -0.63], [-0.07, 0.54, 0.97], [0.21, -0.25, 0.24], [-0.24, 0.02, 0.17], [1.34, 0.12, -1.06], [0.22, 0.31, 0.90], [-0.18, 0.07, -0.37], [0.20, -0.03, 0.53], [0.27, 0.02, 0.65], [-0.24, 0.04, -0.26], [0.69, 0.09, 0.60], [-0.48, 0.16, 0.06], [-0.17, -1.15, 0.57], [0.47, 0.28, -0.65], [-0.02, 0.06, 0.37], [-0.07, -0.45, 0.72], [0.26, 0.29, 0.19], [0.26, -0.10, -0.05], [0.14, -0.03, -0.11], [0.37, -0.08, -0.20], [-0.10, -0.33, -0.17], [0.01, -0.22, 0.07], [0.00, -0.21, -0.01], [-0.47, -0.16, 0.41], [-0.04, 0.09, 0.09], [-0.19, -0.30, 0.35], [0.18, 0.06, 0.20], [0.03, 0.32, -0.12], [0.09, -0.43, -0.14], [0.05, 0.13, -0.33], [-0.11, -0.15, -0.03], [0.04, 0.15, -0.21], [0.00, -0.09, -0.11], [-0.24, 0.12, 0.09], [-0.11, 0.09, -0.13], [-0.24, -0.16, -0.03], [-0.22, -0.22, -0.18], [0.06, -0.17, -0.29], [-0.02, 0.09, -0.11], [-0.14, 0.07, 0.07], [-0.28, -0.18, -0.36], [-0.06, 0.01, -0.27], [-0.18, -0.06, -0.10], [0.09, -0.02, -0.18], [0.11, -0.01, -0.19], [0.01, -0.16, 0.00], [-0.12, 0.55, -0.01], [-0.18, 0.02, 0.05], [-0.25, 0.15, 0.04], [-0.01, -0.08, 0.30], [0.04, 0.10, -0.40], [-0.07, 0.20, -0.07], [-0.15, -0.10, -0.26], [0.15, 0.34, -0.28], [0.00, 0.00, -0.16]], "mulliken_charge": [-0.522, -1.589, 2.170, -1.101, -0.118, -0.679, -0.851, -0.216, 0.325, -0.497, -0.444, 0.330, -0.404, -0.561, -0.561, -0.102, -0.611, -0.502, -2.511, 4.039, -1.703, -0.350, 0.133, -0.416, -0.389, 0.007, -1.358, 0.005, -2.090, -1.208, -1.184, 0.484, 0.684, 0.469, 0.445, 0.141, 0.101, 0.486, 0.383, 0.440, 0.242, 0.434, 0.244, 0.481, 0.326, 0.391, 0.003, 0.084, 0.536, 0.476, -0.559, 1.246, 0.256, 0.012, -0.090, 0.404, 0.245, 0.304, 0.307, 0.389, 0.321, 0.386, 0.432, 0.501, 0.255, 0.418, 0.498, 0.020, 0.215, 0.548]}

{"formula": "C22H39Cl2N5", "method": "wB97M-V/def2-TZVPD", "orbital_gap_ev": 11.5, "e_above_lowest_kcal_mol": 42.02, "fmax_ev_per_a": 2.8, "symbols": ["C", "C", "C", "C", "N", "H", "H", "H", "H", "H", "H", "H", "C", "C", "C", "C", "N", "H", "H", "H", "H", "H", "H", "H", "C", "C", "C", "C", "N", "H", "H", "H", "H", "H", "H", "H", "C", "C", "C", "C", "N", "H", "H", "H", "H", "H", "H", "H", "C", "C", "C", "C", "N", "H", "H", "H", "H", "H", "H", "H", "Cl", "C", "C", "Cl", "H", "H", "H", "H"], "positions_angstrom": [[8.183022, -0.592001, -6.010315], [9.668109, -0.654545, -5.918555], [10.397332, 0.160652, -6.999145], [10.219085, -0.324703, -8.337044], [10.101672, -0.738917, -9.414484], [7.956813, -1.119671, -6.936862], [7.702514, 0.383373, -6.086813], [7.629432, -1.034740, -5.182284], [9.923202, -1.713394, -5.875444], [10.053303, -0.271703, -4.973484], [11.451364, 0.152834, -6.721528], [10.149735, 1.219632, -6.925969], [1.571180, -2.170994, -0.563290], [0.893020, -1.621883, -1.856771], [-0.553016, -2.162363, -2.175585], [-1.548941, -1.590746, -1.259864], [-2.263996, -1.125555, -0.468274], [0.805902, -2.281257, 0.205016], [2.398575, -1.556273, -0.208832], [1.970872, -3.168690, -0.744783], [1.470389, -1.931938, -2.727758], [0.875003, -0.532538, -1.823587], [-0.558835, -3.235382, -1.984003], [-0.927895, -1.859407, -3.153222], [-0.020481, 2.571482, -8.998413], [1.594618, 2.886646, -9.063253], [2.319959, 2.084988, -10.177263], [2.135891, 0.641730, -10.051546], [1.950746, -0.504775, -10.000137], [-0.636764, 3.185143, -9.655462], [-0.397856, 2.691925, -7.982939], [-0.262341, 1.513046, -9.094941], [2.084805, 2.530392, -8.157209], [1.710315, 3.956537, -9.236532], [3.400265, 2.220418, -10.229215], [1.961049, 2.448710, -11.140066], [1.651553, -0.487756, 8.879481], [0.534317, -1.093333, 8.012443], [-0.615657, -1.476497, 8.922688], [-1.106331, -0.406217, 9.769531], [-1.496214, 0.461072, 10.410852], [2.395068, 0.075223, 8.315256], [2.174741, -1.320795, 9.348975], [1.221603, 0.161562, 9.642125], [0.860757, -1.970294, 7.453443], [0.143886, -0.370506, 7.296074], [-0.232104, -2.198900, 9.643191], [-1.446181, -2.036546, 8.492949], [-6.482333, 4.592137, 5.028858], [-7.193758, 5.330247, 6.280789], [-7.329296, 4.461340, 7.542645], [-8.529914, 4.724871, 8.381600], [-9.419470, 5.006340, 9.091280], [-6.740028, 4.870279, 4.006935], [-6.536087, 3.503484, 5.035742], [-5.417238, 4.799813, 4.926169], [-8.188573, 5.565201, 5.902315], [-6.729961, 6.314013, 6.352791], [-6.535202, 4.442069, 8.289065], [-7.492636, 3.443532, 7.188409], [-8.505421, -5.506023, 3.596607], [-6.756678, -5.341036, 3.818573], [-5.957797, -5.897991, 2.602049], [-4.182729, -5.842901, 3.067950], [-6.464749, -5.845997, 4.739378], [-6.630332, -4.278465, 4.026162], [-6.096647, -5.299983, 1.701360], [-6.304635, -6.833975, 2.164168]], "atomic_forces_ev_per_a": [[-1.28, 0.02, -0.53], [0.45, 0.47, 1.00], [0.48, -0.06, 1.31], [-0.11, -0.75, -2.18], [0.07, 0.54, 1.42], [-0.61, -0.10, 0.04], [0.55, 0.41, -0.18], [0.38, -0.50, 0.01], [0.43, 0.02, -0.54], [-0.15, 0.19, 0.17], [0.23, -0.21, -0.40], [-0.44, -0.03, -0.13], [-0.93, -0.31, -0.78], [-0.10, -0.31, -0.15], [0.34, 0.71, 1.32], [-0.83, 0.73, 1.79], [1.02, -0.72, -1.37], [0.17, 0.20, 0.28], [-0.24, 0.15, -0.09], [0.00, -0.06, -0.04], [0.25, 0.23, 0.02], [-0.08, -0.02, -0.11], [-0.13, -0.12, -0.57], [0.52, -0.48, -0.30], [1.70, -0.14, 0.78], [-1.78, -1.34, -0.30], [-0.33, 0.52, -0.27], [-0.74, -1.72, -0.28], [0.37, 1.73, 0.08], [0.31, -0.11, -0.15], [0.26, 0.74, 0.16], [0.37, -0.11, -0.81], [-0.35, 0.58, 0.37], [0.27, -0.14, 0.23], [0.07, 0.42, 0.40], [-0.15, -0.43, -0.21], [0.04, -0.49, -0.47], [-0.21, 0.86, -0.07], [0.07, -1.36, 0.94], [-0.43, 0.48, -0.34], [-0.01, 0.06, 0.15], [-0.14, -0.01, -0.10], [0.08, 0.13, 0.31], [0.18, 0.01, -0.01], [0.06, 0.04, 0.07], [0.21, 0.09, -0.16], [0.23, -0.25, 0.17], [-0.07, 0.43, -0.47], [0.68, 0.14, 0.65], [0.25, -0.37, -2.45], [-0.92, -0.31, 0.25], [-1.70, 1.32, 1.27], [2.07, -0.83, -1.77], [-1.13, 0.44, 0.29], [-0.33, -0.04, 0.36], [0.30, 0.06, 0.85], [-0.22, -0.15, 0.31], [0.18, -0.19, 0.70], [0.51, 0.13, -0.53], [0.30, -0.19, 0.07], [-0.32, -0.30, -0.19], [0.55, -0.31, -0.24], [-0.18, 1.17, 0.10], [-1.13, -0.33, -0.48], [-0.12, -0.27, -0.21], [0.50, -0.09, -0.52], [0.32, 0.78, 0.38], [0.38, -0.66, 1.16]], "mulliken_charge": [-1.151, -0.390, -0.413, 0.274, -0.413, 0.320, 0.315, 0.327, 0.277, 0.310, 0.268, 0.277, -1.037, -0.408, -0.427, 0.203, -0.435, 0.301, 0.315, 0.309, 0.277, 0.341, 0.266, 0.297, -1.047, -0.458, -0.445, 0.256, -0.422, 0.294, 0.312, 0.340, 0.297, 0.309, 0.293, 0.269, -1.104, -0.340, -0.520, 0.268, -0.422, 0.307, 0.283, 0.372, 0.287, 0.291, 0.233, 0.345, -1.157, -0.385, -0.308, 0.136, -0.419, 0.353, 0.327, 0.300, 0.291, 0.342, 0.312, 0.207, -0.202, -0.412, -0.460, -0.208, 0.313, 0.308, 0.308, 0.351]}